1.
Below is a molecular structure, C56H42N4O2P2PdS, with properties calculated with wB97M-V/def2-TZVPD.

Geometry as XYZ:
```
108
Properties=species:S:1:pos:R:3:mulliken_spin:R:1
H -1.91 -0.64 2.50 0.0078
H 3.22 2.55 -3.19 -0.0001
C 7.46 -3.61 -0.80 0.0000
H -7.87 0.16 -2.06 0.0005
H -6.69 -0.15 3.66 0.0002
H 5.07 -5.98 -1.07 0.0000
H 7.60 -2.55 -0.60 0.0000
C 7.17 -6.31 -1.34 0.0000
C 8.44 -5.73 -1.34 0.0000
H -5.85 -1.19 -1.64 0.0023
C 1.67 2.82 -1.74 0.0126
P -3.40 -0.51 -0.03 0.1308
H -3.17 -3.94 -3.51 0.0000
C 4.99 -3.40 -0.48 -0.0001
C -5.96 2.55 -0.60 0.0054
C -2.84 3.57 -1.19 0.0161
H -5.10 -5.16 0.12 -0.0003
N 1.18 0.74 1.17 0.0870
H 8.94 -8.02 -2.72 0.0000
H -7.99 2.51 -1.29 0.0008
P -0.39 3.16 0.03 0.1780
H 0.01 5.12 -2.14 0.0036
N 3.75 -3.85 -0.47 0.0001
C -1.16 5.58 3.86 -0.0003
C 3.74 -1.65 0.07 -0.0010
H -2.07 -2.46 1.11 0.0142
H -1.19 -4.66 0.50 0.0008
C 1.80 -0.36 0.68 0.0281
H -0.77 6.00 0.52 -0.0013
H 9.04 -8.30 -0.96 0.0000
C -4.35 -3.15 0.10 0.0152
C -1.01 4.21 3.93 0.0018
H -2.58 -0.47 4.84 0.0001
H -1.54 6.06 -3.81 0.0003
C -0.76 3.47 2.78 -0.0219
O -3.64 3.33 1.37 0.0763
S -3.33 2.53 0.18 0.0813
C -1.03 4.83 -2.13 0.0105
H -6.00 3.57 -0.25 0.0002
C 6.06 -5.53 -1.06 0.0000
C -4.68 -0.30 4.40 0.0004
C -7.00 0.62 -1.60 -0.0028
H 7.04 -7.36 -1.56 0.0000
C 8.57 -4.37 -1.07 0.0000
C -4.59 -4.40 -0.46 -0.0024
C -3.51 -3.72 -2.50 -0.0023
O 9.58 -6.40 -1.58 0.0000
C -2.96 -0.52 2.73 -0.0197
C 3.71 4.09 -1.77 0.0091
C 3.29 4.79 -0.65 -0.0017
C 1.93 1.72 1.64 -0.0156
C -1.05 -2.53 0.77 -0.0484
C -4.80 1.80 -0.47 0.0412
C -7.07 1.94 -1.17 0.0098
C 1.57 -2.75 0.09 0.0006
H -4.36 -5.66 -2.18 0.0004
C 0.98 -1.52 0.44 -0.0086
H 3.87 2.59 1.93 -0.0001
C -3.27 -2.47 -1.95 0.0279
C -1.49 3.93 -1.18 0.0083
C -4.75 0.45 -0.78 -0.0014
H -4.97 -0.22 5.44 0.0001
N 5.03 -2.07 -0.14 0.0004
C -3.70 4.06 -2.16 0.0168
C -0.54 -3.80 0.45 0.0055
C 3.20 -0.43 0.55 0.0058
C 6.18 -4.18 -0.79 0.0002
C -0.82 5.50 1.48 -0.0009
C 1.25 3.53 -0.62 0.0391
H -0.67 2.39 2.86 0.0013
N -0.35 -1.42 0.70 0.0806
C 9.50 -7.80 -1.81 0.0000
C -0.65 4.11 1.55 -0.0013
H -1.09 3.70 4.89 0.0000
C -3.34 -0.43 4.07 0.0051
H -4.68 -2.94 1.11 0.0021
H 5.87 -1.51 -0.09 0.0000
C 2.98 -2.77 -0.14 0.0017
C 2.06 4.51 -0.07 0.0123
H -3.90 5.34 -3.86 0.0004
H 9.56 -3.93 -1.08 0.0000
H -1.20 7.30 2.57 0.0002
C 3.96 0.68 0.96 -0.0007
C -1.07 6.23 2.63 0.0021
H -4.73 3.74 -2.21 0.0050
H 1.42 2.54 2.13 0.0034
C -5.27 -0.34 2.07 -0.0062
H 5.03 0.67 0.86 0.0001
C -4.17 -4.69 -1.75 0.0119
C -3.70 -2.18 -0.66 0.0735
H 3.93 5.56 -0.23 0.0004
C 2.90 3.10 -2.32 -0.0022
C -3.92 -0.47 1.72 -0.0094
H 1.22 -4.84 -0.22 0.0001
C 3.32 1.74 1.55 0.0056
H 4.66 4.31 -2.23 0.0003
C -5.64 -0.26 3.40 0.0004
H -6.04 -0.30 1.31 -0.0004
H -2.74 -1.72 -2.54 0.0047
C -5.86 -0.14 -1.38 0.0182
H 1.75 5.06 0.82 0.0012
H 1.04 2.04 -2.16 0.0029
C -1.90 5.35 -3.08 -0.0021
C 0.77 -3.90 0.06 -0.0026
H -1.36 6.15 4.75 0.0000
C -3.23 4.96 -3.10 0.0091
H 10.52 -8.15 -1.92 0.0000
Pd -1.20 0.84 0.52 1.0710
```

Values from the calculation:
Largest force on an atom = 0.75 eV/Å
Total energy = -101689.5241 eV
Multiplicity = 3
Lowest unoccupied orbital energy (spin up / spin down) = -4.85 / -6.95 eV
Frontier orbital gap (spin up / spin down) = 6.5619 / 4.4640 eV
Charge = +2

=====

2.
Below is 2 unconnected molecules or ions with the total composition C6H16N2, with properties calculated with wB97M-V/def2-TZVPD.

Geometry as XYZ:
```
24
Properties=species:S:1:pos:R:3:nbo_charge:R:1
H -0.92 -1.82 1.36 0.1976
H 1.46 -1.34 -3.33 0.1907
N 1.48 -1.30 -1.24 -0.8248
C -1.31 0.71 0.83 -0.4199
C 1.38 1.29 -3.24 -0.3724
C -0.54 -1.14 2.12 -0.4181
H 1.16 2.34 -3.35 0.1977
H -1.46 1.89 3.19 0.1996
H -0.28 0.99 0.54 0.1618
H 2.33 0.93 -3.62 0.1924
H -0.60 -1.64 3.08 0.2030
H -0.88 0.52 4.14 0.2003
H 1.55 -2.30 -1.08 0.3535
H -1.71 0.02 0.09 0.1968
H 0.92 -0.93 -0.49 0.3481
H -0.13 -1.56 -2.62 0.1694
C 0.81 -1.02 -2.52 -0.2585
C -0.86 0.98 3.15 -0.4157
H 0.52 -0.93 1.92 0.1594
H -0.37 0.85 -2.20 0.1914
C 0.54 0.45 -2.66 -0.1894
H 0.18 1.31 2.97 0.1594
N -1.35 0.07 2.14 -0.4259
H -1.91 1.62 0.84 0.2038
```

Values from the calculation:
Largest force on an atom = 0.43 eV/Å
Total energy = -9460.2722 eV
ΔE to the lowest compared entry with this formula, charge and spin = 173.88 kJ/mol
Lowest unoccupied orbital energy = 0.96 eV
Frontier orbital gap = 9.7188 eV
SMILES = CN(C)C.C=CCN

=====

3.
Below is 13 unconnected molecules or ions with the total composition C29H60Cl2N12O28 in a non-equilibrium geometry, with properties calculated with wB97M-V/def2-TZVPD.

Geometry as XYZ:
```
131
Properties=species:S:1:pos:R:3:lowdin_charge:R:1
C -0.72 -3.46 7.38 0.0504
H -3.05 -0.44 6.33 0.1009
H 2.49 -5.51 -2.71 0.0917
H 4.23 -1.81 -5.52 0.0962
H 2.33 -5.16 1.75 0.0503
H 0.15 -2.36 0.21 0.1235
H 0.73 1.32 -2.64 0.1026
H -2.83 3.59 0.94 0.1124
H 1.50 -4.25 -1.93 0.0858
C 0.64 -1.40 0.43 -0.2155
O 4.13 2.06 0.20 0.0369
O 8.42 -8.16 -2.44 0.0665
C -3.24 -0.38 5.27 0.0515
H -2.32 -0.50 4.71 0.0731
H 3.45 -5.30 3.16 0.1028
C 5.25 -1.33 0.35 0.0470
H -0.29 2.95 5.43 0.0995
C -4.29 1.10 1.25 -0.0929
H -0.17 4.74 5.51 0.0948
C -6.04 -0.42 0.24 -0.1462
N -6.14 1.76 -6.14 -0.4480
C -7.27 0.12 0.82 -0.6629
C 0.25 -0.46 2.59 -0.0986
H -3.08 2.57 -5.25 0.0703
O 0.82 4.77 3.31 0.0800
H 1.14 2.73 -1.68 0.1045
N -0.99 2.55 -5.23 -0.4538
N 0.03 3.89 3.60 -0.4274
H 1.02 0.31 2.63 0.0922
O -0.22 -0.65 1.28 -0.2028
C -6.46 0.72 -5.12 0.0515
H -2.29 3.71 -6.39 0.1030
H -3.25 2.70 -0.53 0.1111
N 5.92 -0.29 -0.47 -0.4297
H 2.23 5.97 -1.61 0.0961
C -0.85 1.93 -1.35 -0.2023
H 4.11 -5.20 1.51 0.1000
C 1.92 6.25 -0.61 0.0572
Cl -9.23 1.87 1.26 0.7044
O 2.73 -3.57 -4.82 0.0698
C 3.74 -1.48 -4.61 0.0689
O 8.13 -6.29 -3.46 0.0623
O 2.94 6.40 1.45 0.0739
C 5.97 3.41 -0.13 0.0340
O 4.32 3.00 -1.72 0.0690
O 6.81 0.38 0.03 0.0569
N -3.77 0.98 4.99 -0.4308
N -0.42 -2.32 6.47 -0.4465
Cl -8.00 -0.96 1.94 0.7396
C 0.93 -0.64 -0.85 -0.1570
H 3.14 -0.59 -4.76 0.1089
O 5.51 -0.14 -1.61 0.0556
H -7.53 0.57 -5.14 0.1018
H 1.16 5.58 -0.22 0.0911
C -3.95 -0.98 -0.41 -0.3383
N 2.81 -2.56 -4.16 -0.4252
H -0.25 -4.34 6.97 0.1009
H 5.36 -2.26 -0.19 0.1011
H 1.15 -5.97 -1.59 0.1097
H 1.05 1.16 0.36 0.1007
O -4.86 1.09 4.49 0.0607
H -6.11 1.07 -4.16 0.0868
H 1.57 -1.63 0.95 0.0649
O -2.89 -0.86 -0.92 0.1961
C 6.35 -7.13 -2.27 0.0330
O -0.79 -2.43 5.32 0.0474
H -7.92 2.34 -1.33 0.0871
O 4.03 -5.47 -0.86 0.0805
H 5.70 -7.09 -3.14 0.1003
O 4.15 5.77 -0.20 0.0470
N 4.70 2.79 -0.59 -0.4319
H -1.80 -3.59 7.39 0.0990
H -1.04 3.91 -0.54 0.1068
H 5.75 3.99 0.76 0.0938
O 2.39 -4.93 0.42 -0.0393
O -4.75 -2.11 -0.65 0.1364
H -4.87 1.98 0.99 0.1153
H -1.64 3.95 4.84 0.0847
O 0.04 3.18 -5.35 0.0612
H -2.44 1.67 2.19 0.0941
O 2.19 -2.34 -3.14 0.0396
N 3.10 6.14 0.29 -0.4324
H -4.58 0.85 2.27 0.1032
H 4.21 -1.05 0.42 0.0956
H 1.58 7.28 -0.56 0.0989
C -2.27 3.28 -5.39 0.0421
H -0.34 -3.22 8.37 0.0954
H 6.15 -8.00 -1.67 0.0947
C 0.63 1.76 -1.65 -0.1883
C -7.23 2.26 -0.49 -0.0992
C 1.31 0.83 -0.64 -0.1796
H -0.44 2.71 0.62 0.0821
O -6.91 -2.04 -1.34 0.1774
C 1.93 -5.24 -1.82 0.0768
H -0.60 -0.14 3.20 0.0648
H 6.36 4.03 -0.93 0.0985
H -1.43 2.22 -2.23 0.1007
C -7.78 1.31 0.52 -0.7338
H 4.45 -1.32 -3.80 0.0876
H 0.07 -0.72 -1.52 0.1088
O -5.58 2.77 -5.76 0.0456
O -0.31 2.99 2.87 0.0489
N 3.35 -3.42 2.28 -0.3671
H -6.26 1.94 -0.85 0.0705
H -1.23 0.94 -1.07 0.0817
O -6.46 1.52 -7.28 0.0745
C -1.15 2.88 -0.19 -0.2049
H -3.99 -1.10 4.95 0.1008
H 6.25 -6.21 -1.70 0.0786
N 2.86 -5.21 -0.66 -0.3363
H 2.38 0.95 -0.76 0.0738
O -1.06 1.36 -4.99 0.0569
C -0.56 3.90 4.96 0.0468
H -2.30 4.07 -4.65 0.1016
C -2.57 2.72 0.33 -0.1932
C -2.80 1.47 1.17 -0.1724
H 5.72 -1.37 1.32 0.0871
C -6.05 -1.61 -0.64 -0.4029
H 6.61 2.56 0.09 0.0711
H -5.95 -0.20 -5.42 0.1036
O 0.16 -1.37 6.93 0.0783
C -4.78 -0.03 0.40 -0.0277
N 7.75 -7.20 -2.76 -0.4555
H 0.64 -1.39 3.02 0.0697
H -2.19 0.64 0.81 0.0841
O 4.38 -2.92 2.72 0.0655
H 1.76 -1.13 -1.36 0.0772
O -3.04 1.91 5.29 0.0573
O 2.39 -2.78 1.92 0.0346
H -7.14 3.25 -0.05 0.0845
C 3.30 -4.90 2.17 -0.0117
```

Values from the calculation:
Largest force on an atom = 8.64 eV/Å
Total energy = -131265.1031 eV
ΔE to the lowest compared entry with this formula, charge and spin = 0.00 kJ/mol
Lowest unoccupied orbital energy = -0.77 eV
Frontier orbital gap = 8.2092 eV